1.
# C6H8S2

The molecule C6H8S2 in a non-equilibrium geometry (wB97M-V/def2-TZVPD, the Open Molecules 2025 dataset).

CARTESIAN COORDINATES (ANGSTROEM)
C  1.0909  1.7952  1.9360
C  0.4710  -0.0731  0.0230
C  -0.8267  0.1173  0.2678
C  -1.6615  -0.6894  -0.6716
C  -0.7049  -1.4151  -1.5478
C  0.7071  -1.0681  -1.1116
H  0.5113  1.2726  2.6901
H  0.4698  2.5281  1.4158
H  1.9216  2.3171  2.4466
H  -1.2484  0.8034  1.0073
H  -2.5777  -1.1299  -0.3194
H  -0.9239  -2.4205  -1.8610
H  1.2067  -1.9379  -0.6976
H  1.3574  -0.6279  -1.9146
S  1.8783  0.6751  0.7562
S  -1.6711  -0.1467  -2.4191

ΔE to the lowest compared entry with this formula, charge and spin in kJ/mol: 69.44
SMILES: CSC1=C[C@H]2S[C@H]2C1
Lowest unoccupied orbital energy in hartree: 0.03170


2.
# C6H8Se

A cluster of 2 separate species, C6H8Se in total in a non-equilibrium geometry (wB97M-V/def2-TZVPD, the Open Molecules 2025 dataset).

CARTESIAN COORDINATES (ANGSTROEM)
C  -1.0632  -1.0230  1.2866
C  0.2178  -0.9801  2.0395
C  -0.8140  -0.8452  -0.0348
C  1.2710  -0.7841  0.9143
C  0.6312  -0.6892  -0.2603
C  -0.1899  2.1438  -2.3861
Se  -0.4136  3.4657  -3.4759
H  -2.0178  -1.0461  1.7412
H  0.4492  -1.8026  2.6991
H  -1.5994  -0.8865  -0.8161
H  2.2485  -0.5446  1.0812
H  1.1395  -0.3045  -1.1673
H  -0.8911  1.8160  -1.6523
H  0.6935  1.5193  -2.4558
H  0.3382  -0.0388  2.4867

ΔE to the lowest compared entry with this formula, charge and spin in kJ/mol: 72.49
SMILES: C1=CCC=C1.C=[Se]
Lowest unoccupied orbital energy (alpha / beta) in hartree: -0.02346 / -0.02348


3.
# C6H9AlF7N2O4

A structure of composition C6H9AlF7N2O4 in a non-equilibrium geometry (wB97M-V/def2-TZVPD, the Open Molecules 2025 dataset).

CARTESIAN COORDINATES (ANGSTROEM)
N  0.1652  1.4473  2.4593
C  -0.6130  0.4292  1.8219
O  -1.2857  -0.3343  2.4655
C  -0.5505  0.3012  0.3069
C  0.1807  -0.9903  0.0054
N  0.4430  -1.1750  -1.4297
C  1.3375  -0.2513  -2.0568
O  2.7489  -0.5240  -1.9754
C  3.3941  -0.2457  -0.8304
F  2.8213  0.7665  -0.1396
F  4.6582  0.1282  -1.1345
F  3.4718  -1.3043  0.0058
C  0.6827  -2.5367  -1.7605
O  1.5955  -3.2089  -1.3844
O  -0.2484  -3.0354  -2.6205
H  1.1515  1.2662  2.3069
H  -0.0380  2.3346  2.0119
H  -0.0372  1.1769  -0.0749
H  -1.5613  0.3079  -0.0803
H  1.0644  -1.0748  0.6362
H  -0.4802  -1.7920  0.3166
H  1.1329  -0.2655  -3.1186
H  1.1150  0.7473  -1.7186
H  -1.1237  -2.8179  -2.2871
F  -4.2938  1.6394  3.2583
Al  -4.0171  2.1285  1.6642
F  -4.4079  0.8720  0.5882
F  -2.3542  2.5131  1.4567
F  -4.9519  3.4978  1.3076

Charge: -1
Lowest unoccupied orbital energy in hartree: 0.08966


4.
# C6H9B

A cluster of 2 separate species, C6H9B in total in a non-equilibrium geometry (wB97M-V/def2-TZVPD, the Open Molecules 2025 dataset).

CARTESIAN COORDINATES (ANGSTROEM)
B  -2.7982  1.6650  0.0814
C  1.4920  0.2708  0.1335
C  1.8850  -0.8460  -0.4085
C  -0.7777  -0.4406  0.1342
C  -0.3120  -1.3660  -0.5263
C  0.1302  0.6226  0.7003
C  0.9299  -2.0129  -0.7612
H  -1.8856  1.5374  0.7070
H  -2.4190  1.8990  -0.9614
H  2.1994  1.0582  0.4147
H  3.0982  -0.9311  -0.5502
H  -3.9248  1.4962  0.5443
H  0.0619  0.5241  1.7490
H  0.0067  1.6336  0.4995
H  1.3770  -2.2464  -1.6589
H  0.9368  -2.8641  -0.0975

ΔE to the lowest compared entry with this formula, charge and spin in kJ/mol: 548.91
SMILES: C1#CCC=CC1.B
Lowest unoccupied orbital energy in hartree: -0.00105


5.
# C6H9BClNO3

A cluster of 2 separate species, C6H9BClNO3 in total in a non-equilibrium geometry (wB97M-V/def2-TZVPD, the Open Molecules 2025 dataset).

CARTESIAN COORDINATES (ANGSTROEM)
B  -0.3445  1.4802  -4.0479
C  -1.8456  0.7943  -0.3754
C  -1.0178  -0.2643  -0.0136
C  -0.0418  2.2908  0.0205
C  -1.3924  2.0863  -0.2470
C  0.3776  -0.0369  0.2295
C  1.0677  -2.1340  1.2920
N  0.7742  1.3015  0.3005
O  -0.2481  2.6609  -3.9877
O  -0.3719  0.1836  -3.9743
O  1.1541  -0.7068  1.1813
Cl  1.2477  -0.8094  -1.6032
H  -2.8482  0.7363  -0.6935
H  -1.5107  -1.2215  -0.0963
H  0.2616  3.2899  -0.0566
H  -1.9635  2.9925  -0.4585
H  1.5953  -2.5886  0.5226
H  0.0681  -2.2780  0.9100
H  1.2564  -2.3519  2.3784
H  1.6210  1.5548  0.9269
H  0.2217  -0.2397  -3.3613

ΔE to the lowest compared entry with this formula, charge and spin in kJ/mol: 152.98
SMILES: CO[C@@]1(Cl)C=CC=CN1.O=BO
Lowest unoccupied orbital energy in hartree: 0.00176


6.
# C6H9BaO4

A structure of composition C6H9BaO4 in a non-equilibrium geometry (wB97M-V/def2-TZVPD, the Open Molecules 2025 dataset).

CARTESIAN COORDINATES (ANGSTROEM)
O  -1.3277  0.2080  -1.8837
Ba  -1.0068  -2.0641  -0.5654
O  -2.3446  -1.6525  -2.2718
C  -2.2762  -0.4480  -2.6826
O  -2.8410  0.1300  -3.5804
C  -0.9709  1.5758  -2.1298
C  0.0566  1.9859  -1.1033
H  -0.5775  1.6477  -3.1519
H  -1.8818  2.1842  -2.0594
H  0.9549  1.3554  -1.1710
H  0.3529  3.0263  -1.2859
H  -0.3543  1.9190  -0.0864
C  0.9697  -1.1359  2.7417
C  0.9555  -2.0089  1.6570
H  0.0740  -0.5942  3.0655
H  0.5772  -2.3343  2.9281
H  1.8776  -2.6049  1.5799
O  2.3596  0.6190  3.4530
C  2.2592  -0.5696  3.2943
H  3.1436  -1.2389  3.2522

ΔE to the lowest compared entry with this formula, charge and spin in kJ/mol: 162.19
Charge: +1
Lowest unoccupied orbital energy in hartree: -0.16689


7.
# C6H9BiO4

A structure of composition C6H9BiO4 in a non-equilibrium geometry (wB97M-V/def2-TZVPD, the Open Molecules 2025 dataset).

CARTESIAN COORDINATES (ANGSTROEM)
O  -0.3709  -0.9528  -2.4225
C  -1.3455  -0.0431  -2.7851
C  -1.1991  0.8312  -3.7812
H  -2.2221  -0.0728  -2.1327
H  -1.9987  1.5486  -3.9690
H  -0.2629  0.9261  -4.3337
O  -0.0973  -0.7941  1.5358
C  0.0170  0.0939  0.5844
O  -0.9809  0.8361  0.4017
Bi  0.3320  1.8666  -0.8074
O  1.3192  0.5581  -1.9591
C  0.8699  -0.6080  -2.0329
H  1.5510  -1.4374  -2.2644
C  0.8494  -0.7952  2.6226
H  1.0362  -1.8531  2.8415
H  1.7841  -0.3386  2.2726
C  0.2824  -0.0760  3.8248
H  0.2224  1.0062  3.6454
H  -0.7222  -0.4465  4.0689
H  0.9358  -0.2492  4.6902

ΔE to the lowest compared entry with this formula, charge and spin in kJ/mol: 0.00
Charge: +2
Lowest unoccupied orbital energy (alpha / beta) in hartree: -0.39838 / -0.39839


8.
# C6H9BrN3

A cluster of 2 separate species, C6H9BrN3 in total in a non-equilibrium geometry (wB97M-V/def2-TZVPD, the Open Molecules 2025 dataset).

CARTESIAN COORDINATES (ANGSTROEM)
C  1.7294  1.1539  0.3653
C  0.9521  0.0279  0.8639
C  2.7401  0.9216  -0.4984
C  -3.0946  0.5938  -0.8304
C  1.4515  -1.3599  0.4995
C  2.7617  -1.3576  -0.1689
N  3.2799  -0.3154  -0.6735
N  0.3615  -0.7502  -0.2163
N  -4.1047  0.5579  -0.0299
Br  -1.3784  -1.4068  0.0241
H  1.4669  2.1472  0.6870
H  0.3751  0.1580  1.7731
H  3.2774  1.7171  -0.9886
H  -3.1348  0.0916  -1.7867
H  -2.2798  1.2829  -0.6549
H  1.2464  -2.2049  1.1470
H  3.3459  -2.2680  -0.1511
H  -4.8932  -0.0531  -0.2114
H  -4.1023  1.0638  0.8501

ΔE to the lowest compared entry with this formula, charge and spin in kJ/mol: 138.90
Charge: +1
Lowest unoccupied orbital energy in hartree: -0.18521


9.
# C6H9Cl12FNO4S2

A structure of composition C6H9Cl12FNO4S2 in a non-equilibrium geometry (wB97M-V/def2-TZVPD, the Open Molecules 2025 dataset).

CARTESIAN COORDINATES (ANGSTROEM)
O  2.2492  1.7066  1.2825
S  2.3474  1.3332  -0.1070
O  2.3033  -0.0830  -0.3865
N  1.4346  2.1740  -1.1051
S  0.1801  2.9609  -0.4981
O  -0.6856  3.2971  -1.6095
O  0.5460  4.1069  0.3045
C  -0.8279  1.9309  0.5495
C  -1.5430  0.8176  -0.1728
F  -0.6626  -0.1034  -0.6955
H  3.5737  1.7088  -0.5238
H  -1.5955  2.5984  0.9378
H  -0.2783  1.5374  1.3999
H  -2.2038  1.2080  -0.9455
H  -2.1785  0.2955  0.5491
C  2.5467  -2.9331  -0.4522
Cl  3.9981  -3.6158  0.3015
Cl  2.2568  -3.6851  -2.0267
Cl  1.1464  -3.1320  0.5921
H  2.7004  -1.8698  -0.6002
C  0.2659  6.5761  -2.2692
Cl  -0.9648  7.7244  -1.7249
Cl  0.0407  6.1848  -3.9741
Cl  1.8841  7.2251  -1.9850
H  0.1572  5.6592  -1.6948
C  -2.6327  -4.8976  -1.0138
Cl  -1.2754  -5.9767  -0.6914
Cl  -3.9474  -5.1787  0.1359
Cl  -2.1224  -3.2123  -1.0013
H  -3.0088  -5.1241  -2.0018
C  -0.6572  -3.7734  3.8884
Cl  -1.8423  -3.3277  5.1216
Cl  -0.0181  -5.3914  4.1942
Cl  -1.3517  -3.6685  2.2773
H  0.1654  -3.0724  3.9448

Charge: -1
Lowest unoccupied orbital energy in hartree: 0.07712


10.
# C6H9Cl12FNOPS

A cluster of 5 separate species, C6H9Cl12FNOPS in total (wB97M-V/def2-TZVPD, the Open Molecules 2025 dataset).

CARTESIAN COORDINATES (ANGSTROEM)
N  3.1776  2.0137  -0.2346
P  2.4201  1.8995  -1.7827
S  1.5542  0.0060  -1.6677
C  0.9984  3.0821  -1.4631
C  -0.0434  2.4685  -0.5920
O  -0.0171  2.2588  0.5759
F  -1.1114  2.0518  -1.3253
H  3.9469  1.3494  -0.2099
H  3.5542  2.9479  -0.0955
H  0.7792  0.0713  -0.5663
H  0.5791  3.3097  -2.4444
H  1.4170  3.9716  -0.9879
C  0.5676  1.9055  3.8632
Cl  2.2287  2.1268  3.3183
Cl  -0.0889  0.3834  3.2763
Cl  0.4682  1.9966  5.6261
H  -0.0303  2.7068  3.4506
C  -0.6610  -1.0345  -4.6731
Cl  0.9779  -1.6381  -4.9201
Cl  -0.6861  0.7258  -4.5357
Cl  -1.7361  -1.5738  -5.9609
H  -1.0292  -1.4276  -3.7342
C  -3.8376  -2.2254  -1.1631
Cl  -2.8870  -1.0496  -2.0772
Cl  -5.3118  -2.6467  -2.0289
Cl  -2.8780  -3.6598  -0.8045
H  -4.1166  -1.7646  -0.2252
C  0.2920  -3.6212  4.3627
Cl  -0.6048  -3.3145  2.8721
Cl  0.6522  -5.3393  4.5350
Cl  1.7612  -2.6542  4.4190
H  -0.3351  -3.3263  5.1931

SMILES: NP(S)CC(=O)F.ClC(Cl)Cl.ClC(Cl)Cl.ClC(Cl)Cl.ClC(Cl)Cl
Lowest unoccupied orbital energy in hartree: 0.01481


11.
# C6H9Cl2GdLuO6P

A structure of composition C6H9Cl2GdLuO6P in a non-equilibrium geometry (wB97M-V/def2-TZVPD, the Open Molecules 2025 dataset).

CARTESIAN COORDINATES (ANGSTROEM)
Lu  0.3152  0.7370  -6.4387
Gd  -0.3000  0.7896  -0.8096
Cl  -0.7808  2.8049  -6.0401
Cl  1.6840  -0.4737  -1.5320
C  -0.8137  -0.5829  1.0748
C  -0.0692  0.9984  -8.7626
C  0.4326  -0.7465  -8.3900
O  -0.9086  -1.4159  1.8833
O  -0.4274  1.2957  -9.8520
O  0.5304  -1.5495  -9.2338
C  -1.9698  2.6854  2.8260
O  -0.5555  2.3854  2.9683
P  0.3327  1.7890  1.6645
O  1.2234  3.1086  1.1244
C  2.1368  3.7569  2.0322
O  1.5747  1.1061  2.5373
C  1.2526  0.2960  3.6779
H  -2.5192  1.7644  2.5911
H  -2.1451  3.4748  2.0597
H  -2.3131  3.0431  3.8076
H  2.1112  4.7837  1.6824
H  1.8085  3.7018  3.0801
H  3.1472  3.3547  1.9407
H  1.5142  0.8737  4.5763
H  0.1960  0.0214  3.7082
H  1.8666  -0.6128  3.5769

2S+1: 8
ΔE to the lowest compared entry with this formula, charge and spin in kJ/mol: 91.06
Charge: +4
Lowest unoccupied orbital energy (alpha / beta) in hartree: -0.59905 / -0.58690


12.
# C6H9ClFO2P

The molecule C6H9ClFO2P in a non-equilibrium geometry (wB97M-V/def2-TZVPD, the Open Molecules 2025 dataset).

CARTESIAN COORDINATES (ANGSTROEM)
C  -1.4616  -0.6364  -0.7016
C  -0.2677  -0.1523  -0.3264
C  -2.0901  0.1677  -1.6281
C  1.8865  0.6505  2.0263
C  1.8302  -0.2695  0.8248
C  -3.1220  -0.4100  -2.5422
O  -1.8080  1.4061  -1.7787
O  0.5127  -0.7481  0.5764
F  -2.6065  -1.5957  -3.0865
P  -3.5976  0.8656  -3.8786
Cl  -4.4067  -0.9843  -1.3351
H  -1.8562  -1.6965  -0.4648
H  -0.0621  0.8695  -0.7072
H  1.5087  1.6572  1.7204
H  1.2962  0.0980  2.6524
H  2.7883  0.6848  2.6013
H  2.4349  -1.2176  0.9647
H  2.1287  0.1732  -0.2109
H  -4.1546  1.7094  -2.9066
H  -4.8976  0.2949  -4.1991

ΔE to the lowest compared entry with this formula, charge and spin in kJ/mol: 65.38
SMILES: CCO/C=C/C(=O)[C@](F)(P)Cl
Lowest unoccupied orbital energy in hartree: -0.00177


13.
# C6H9ClNO

The ion C6H9ClNO with charge +1 in a non-equilibrium geometry (wB97M-V/def2-TZVPD, the Open Molecules 2025 dataset).

CARTESIAN COORDINATES (ANGSTROEM)
C  1.2147  -1.2251  0.7046
C  1.7014  -1.2690  -0.7048
C  0.1612  -0.5132  1.0795
C  0.9225  -0.6835  -1.6571
C  -0.5242  -0.2837  -1.3095
C  -0.6261  1.6686  0.2911
N  -0.6776  0.1551  0.1471
O  -1.3919  -1.4135  -1.4053
Cl  1.4851  -0.4840  -3.3359
H  1.6457  -1.9715  1.4010
H  2.6012  -1.6762  -1.0667
H  -0.1001  -0.5992  2.1416
H  -0.7708  0.6487  -1.8386
H  0.2083  2.0526  -0.3430
H  -1.4978  2.1065  -0.0419
H  -0.6310  1.8966  1.3310
H  -1.5290  -0.1056  0.5662
H  -0.8472  -2.3227  -1.3373

ΔE to the lowest compared entry with this formula, charge and spin in kJ/mol: 117.77
SMILES: C[N@@H+]1C=CC=C(Cl)[C@H]1O
Charge: +1
Lowest unoccupied orbital energy in hartree: -0.15736